The following is a quantum chemistry calculation of a structure of composition C32H26NO2S8Sr at a distorted geometry, from OMol25.

XYZ file:
```
70
C32H26NO2S8Sr ωB97M-V/def2-TZVPD
Sr 0.103 -0.886 -0.066
S 5.032 1.709 -0.073
C 4.042 3.127 -0.023
C 4.423 4.455 -0.106
C 3.435 5.422 -0.079
C 2.093 5.066 0.030
C 1.708 3.744 0.125
C 2.683 2.748 0.104
N 2.468 1.409 0.179
C 3.543 0.710 0.099
C 3.666 -0.720 0.124
C 4.946 -1.281 -0.009
C 5.117 -2.644 0.006
C 4.011 -3.463 0.186
C 2.749 -2.904 0.310
C 2.517 -1.528 0.272
H 5.466 4.722 -0.197
H 3.709 6.464 -0.143
H 1.347 5.850 0.043
H 0.669 3.461 0.212
H 5.808 -0.634 -0.124
H 6.100 -3.075 -0.112
H 4.132 -4.538 0.221
H 1.912 -3.583 0.451
O 1.314 -0.175 -2.093
S 2.329 0.097 -3.116
C 1.809 -0.901 -4.605
C 0.324 -0.790 -4.900
C -0.478 -1.744 -4.025
C -1.963 -1.474 -4.072
S -2.325 0.229 -3.423
O -1.631 0.399 -2.140
C -4.048 -0.204 -3.050
C -5.012 0.024 -4.016
C -6.316 -0.369 -3.773
C -6.635 -0.982 -2.570
C -5.664 -1.187 -1.603
C -4.361 -0.788 -1.839
C 1.858 1.703 -3.832
C 0.832 2.406 -3.226
C 0.427 3.616 -3.762
C 1.053 4.114 -4.895
C 2.094 3.413 -5.486
C 2.508 2.208 -4.946
H 2.081 -1.925 -4.350
H 2.415 -0.552 -5.436
H 0.141 -1.021 -5.953
H -0.015 0.236 -4.724
H -0.164 -1.629 -2.989
H -0.287 -2.779 -4.325
H -2.482 -2.199 -3.449
H -2.363 -1.487 -5.086
H -4.742 0.497 -4.950
H -7.081 -0.202 -4.520
H -7.647 -1.312 -2.393
H -5.912 -1.666 -0.668
H -3.579 -0.952 -1.111
H 0.343 1.976 -2.363
H -0.381 4.161 -3.301
H 0.732 5.052 -5.322
H 2.576 3.801 -6.372
H 3.317 1.656 -5.403
S -0.236 -8.146 0.914
C -0.577 -6.538 0.805
S -1.104 -5.772 -0.660
C -1.255 -4.130 -0.024
C -0.944 -3.958 1.288
S -0.977 -2.497 2.170
S -0.454 -5.434 2.135
S -1.720 -2.921 -1.124
```

Results
* 2S+1: 1
* molecular weight: 800.72 g mol⁻¹
* total charge: -1
* gap between HOMO and LUMO: 5.08 eV
* relative energy (zero: lowest compared OMol25 entry of this formula, charge and spin): 124.9 kJ/mol
* LUMO level: 1.841 eV
* strongest force on any atom: 1.9 eV Å⁻¹
* HOMO energy: -3.236 eV

Atomic partial charges in e from the Löwdin method, atoms 1 to 2: 1.13 1.08

=====

The following is a quantum chemistry calculation of a structure of composition C32H27Cl2IKN2O5P, from OMol25.

XYZ file:
```
71
C32H27Cl2IKN2O5P ωB97M-V/def2-TZVPD
K 0.093 -0.432 1.747
O 1.274 -4.387 -0.317
C 0.357 -3.598 -0.021
O 0.187 -2.972 1.055
C -0.718 -3.337 -1.111
P -0.980 -1.536 -1.398
C -2.232 -1.664 -2.748
C -3.573 -1.520 -2.393
C -4.580 -1.650 -3.341
C -4.258 -1.910 -4.665
C -2.925 -2.043 -5.033
C -1.922 -1.923 -4.082
C 0.497 -1.054 -2.366
C 0.595 0.288 -2.737
C 1.685 0.748 -3.461
C 2.706 -0.126 -3.804
C 2.632 -1.456 -3.412
C 1.536 -1.923 -2.696
H -1.678 -3.701 -0.731
H -0.484 -3.872 -2.033
H -3.824 -1.292 -1.362
H -5.616 -1.534 -3.046
H -5.041 -2.002 -5.409
H -2.665 -2.241 -6.067
H -0.883 -2.025 -4.375
H -0.174 0.986 -2.423
H 1.755 1.799 -3.715
H 3.579 0.237 -4.334
H 3.447 -2.134 -3.637
H 1.518 -2.953 -2.358
Cl 6.313 1.256 -2.488
C 4.809 1.363 -1.581
C 4.125 2.547 -1.567
C 2.917 2.655 -0.878
I 1.867 4.463 -0.920
C 2.303 1.593 -0.174
O 1.203 1.675 0.421
C 3.083 0.337 -0.205
N 2.533 -0.712 0.448
C 3.137 -1.876 0.429
C 4.365 -2.080 -0.227
C 4.951 -1.034 -0.879
C 4.311 0.227 -0.897
H 4.520 3.400 -2.102
H 2.626 -2.700 0.918
H 4.816 -3.064 -0.219
H 5.891 -1.157 -1.402
Cl -3.095 1.782 7.479
C -3.084 1.358 5.770
C -3.660 2.209 4.832
C -3.655 1.889 3.492
C -3.091 0.660 2.980
C -3.055 0.352 1.637
C -2.541 -0.194 4.009
C -2.531 0.152 5.340
H -4.115 3.137 5.166
H -4.117 2.573 2.785
H -3.526 1.010 0.916
H -2.722 -0.618 1.287
H -2.132 -1.158 3.719
H -2.093 -0.523 6.066
N -0.831 3.931 3.575
C -0.178 2.745 3.016
C 0.758 2.115 4.032
O 1.037 2.909 5.073
O 1.242 1.018 3.912
H -0.968 4.625 2.854
H 0.471 3.700 4.925
H -1.750 3.660 3.916
H 0.441 3.003 2.152
H -0.884 1.995 2.664
```

Results
* 2S+1: 1
* molecular weight: 787.46 g mol⁻¹
* total charge: -2
* gap between HOMO and LUMO: 4.48 eV
* relative energy (zero: lowest compared OMol25 entry of this formula, charge and spin): 0.0 kJ/mol
* LUMO level: 3.724 eV
* strongest force on any atom: 0.2 eV Å⁻¹
* HOMO energy: -0.758 eV

Atomic partial charges in e from the Löwdin method, atoms 1 to 2: 0.70 -0.06

=====

Which value of relative energy (zero: lowest compared OMol25 entry of this formula, charge and spin) does entry 2 give? 0.0 kJ/mol